Here is a cluster of 14 separate species, C6H43N2O13 in total from the Open Molecules 2025 dataset. Energies are from ωB97M-V with the def2-TZVPD basis set.

Element x y z (Å)
1 N 2.68 2.07 0.31
2 C 1.87 0.82 0.38
3 C 1.04 0.85 1.65
4 N -0.09 -0.08 1.51
5 C -1.23 0.52 0.84
6 C -0.94 0.07 3.91
7 C -0.52 -0.86 2.70
8 C 0.66 -1.71 3.19
9 H 3.58 1.87 -0.13
10 H 2.02 2.80 -0.11
11 H 3.02 2.35 1.23
12 H 2.48 -0.09 0.31
13 H 1.32 0.68 -0.57
14 H 1.67 0.43 2.44
15 H 0.76 1.84 2.02
16 H -1.92 1.14 1.46
17 H -0.89 1.24 0.09
18 H -1.76 -0.29 0.32
19 H -0.24 0.89 3.93
20 H -1.96 0.37 3.72
21 H -0.96 -0.52 4.81
22 H -1.41 -1.44 2.40
23 H 1.50 -1.05 3.36
24 H 0.95 -2.50 2.48
25 H 0.52 -2.17 4.19
26 H 5.29 -0.17 -0.06
27 H 4.90 -0.31 1.46
28 O 4.92 0.28 0.71
29 H -3.58 -3.14 0.16
30 H -5.02 -3.06 0.69
31 O -4.45 -2.75 -0.01
32 H -3.15 3.14 -1.57
33 H -3.46 3.42 0.07
34 O -2.97 3.59 -0.73
35 H 2.34 -1.39 -4.40
36 H 2.19 -1.37 -2.88
37 O 1.66 -1.52 -3.72
38 H 3.72 -2.18 -1.59
39 H 2.31 -1.93 -1.01
40 O 3.08 -1.47 -1.45
41 H 0.20 -0.82 -3.19
42 H -0.98 -0.28 -3.88
43 O -0.67 -0.40 -2.97
44 H -0.70 5.12 1.33
45 H -1.82 4.51 0.32
46 O -1.16 4.34 1.02
47 H 0.17 3.07 -1.53
48 H -0.02 3.70 -0.06
49 O 0.62 3.33 -0.71
50 H -0.62 -2.23 -1.49
51 H 0.02 -3.25 -2.44
52 O -0.12 -3.06 -1.51
53 H -2.05 -5.32 -0.61
54 H -1.49 -3.90 -0.79
55 O -2.22 -4.41 -0.37
56 H -1.32 2.62 -3.53
57 H -0.74 1.36 -2.82
58 O -0.93 2.31 -2.72
59 H 1.64 -3.74 0.24
60 H 0.84 -2.48 0.30
61 O 1.74 -2.80 0.40
62 H -4.17 1.22 -2.27
63 H -2.78 1.01 -2.21
64 O -3.38 1.67 -2.61

## Properties
lowest unoccupied orbital energy = -2.51 eV
largest force on an atom = 0.047 hartree/bohr
molar mass = 351.411 g/mol
frontier orbital gap = 8.696 eV
energy relative to the best compared isomer or geometry (same formula, charge and spin) = 60.0 kcal per mole
net charge = +1

=====

Here is a cluster of 16 separate species, C6H44O15 in total from the Open Molecules 2025 dataset. Energies are from ωB97M-V with the def2-TZVPD basis set.

Element x y z (Å)
1 C -1.60 2.29 1.56
2 C -2.63 1.22 1.90
3 C -2.02 -0.07 2.49
4 C -1.60 -1.14 1.47
5 C -1.39 -2.51 2.08
6 C -2.60 -1.32 0.32
7 H -1.50 2.99 2.38
8 H -0.67 1.76 1.35
9 H -1.88 2.87 0.68
10 H -3.16 0.91 1.00
11 H -3.49 1.46 2.54
12 H -2.82 -0.57 3.05
13 H -1.25 0.18 3.23
14 H -0.69 -0.76 0.98
15 H -0.74 -2.63 2.94
16 H -1.09 -3.23 1.34
17 H -2.36 -2.90 2.38
18 H -2.61 -0.55 -0.44
19 H -2.29 -2.17 -0.29
20 H -3.61 -1.55 0.67
21 H 0.14 -2.08 -1.93
22 H -0.97 -2.52 -2.70
23 O -0.28 -1.86 -2.77
24 H 1.81 1.25 1.71
25 H 0.86 1.69 2.83
26 O 1.52 1.02 2.61
27 H 1.24 1.30 -5.08
28 H 1.78 2.41 -4.22
29 O 0.94 2.10 -4.62
30 H -3.07 1.17 -1.93
31 H -4.40 1.57 -1.53
32 O -3.80 0.82 -1.38
33 H 2.20 -2.32 -0.46
34 H 1.14 -2.27 0.72
35 O 1.23 -2.28 -0.27
36 H -0.71 -0.18 -2.63
37 H -0.27 0.64 -3.85
38 O -0.74 0.72 -2.99
39 H -0.10 -4.77 -1.75
40 H 0.10 -3.75 -0.60
41 O -0.53 -4.01 -1.29
42 H 4.59 0.45 1.81
43 H 3.74 1.49 1.00
44 O 4.13 0.59 0.97
45 H 1.63 3.17 0.19
46 H 2.05 2.00 -0.56
47 O 2.20 2.40 0.34
48 H 4.34 -1.09 -0.69
49 H 2.99 -0.59 -1.13
50 O 3.53 -1.40 -1.13
51 H 2.38 -0.53 -3.54
52 H 0.96 -1.10 -3.94
53 O 1.61 -0.40 -4.11
54 H -0.45 2.67 4.81
55 H 0.95 1.91 4.85
56 O 0.45 2.62 4.40
57 H 0.61 -1.92 2.89
58 H 1.51 -0.79 2.55
59 O 1.46 -1.78 2.45
60 H 0.68 0.62 -1.72
61 H 1.05 -0.52 -0.89
62 O 1.45 0.33 -1.18
63 H -0.32 2.24 -2.39
64 H 0.40 3.63 -2.58
65 O -0.03 3.07 -1.93

## Properties
lowest unoccupied orbital energy = 0.34 eV
largest force on an atom = 0.036 hartree/bohr
molar mass = 356.403 g/mol
frontier orbital gap = 10.833 eV
energy relative to the best compared isomer or geometry (same formula, charge and spin) = 0.0 kcal per mole

=====

Here is a structure of composition C6H4AlN2O5S from the Open Molecules 2025 dataset. Energies are from ωB97M-V with the def2-TZVPD basis set.

Element x y z (Å)
1 O 0.00 0.00 -3.24
2 C 0.00 0.00 -2.10
3 Al 0.00 0.00 -0.07
4 O 1.99 -2.54 0.02
5 C 1.29 -1.65 -0.05
6 C -1.29 1.65 -0.05
7 O -1.99 2.54 0.02
8 C -1.65 -1.29 -0.05
9 O -2.54 -1.99 0.02
10 C 1.65 1.29 -0.05
11 O 2.54 1.99 0.02
12 N 0.00 -1.20 4.41
13 C 0.00 0.00 3.77
14 N 0.00 1.20 4.41
15 S 0.00 0.00 2.09
16 H 0.00 -1.24 5.40
17 H 0.00 -1.98 3.86
18 H 0.00 1.98 3.86
19 H 0.00 1.24 5.40

## Properties
lowest unoccupied orbital energy = -13.39 eV
largest force on an atom = 0.103 hartree/bohr
molar mass = 243.156 g/mol
frontier orbital gap = 8.503 eV
energy relative to the best compared isomer or geometry (same formula, charge and spin) = 0.0 kcal per mole
net charge = +3

=====

Here is the molecule C6H4BrN3O2 from the Open Molecules 2025 dataset. Energies are from ωB97M-V with the def2-TZVPD basis set.

Element x y z (Å)
1 C -3.35 0.30 1.73
2 C -0.89 0.67 -1.02
3 C -2.09 0.27 1.12
4 C -2.10 0.57 -0.47
5 C 0.16 -0.28 1.11
6 C 0.28 0.51 -0.25
7 N -4.25 0.36 2.44
8 N -1.12 -0.19 1.74
9 N -3.29 0.62 -1.27
10 O -3.13 0.99 -2.39
11 O -4.31 0.33 -0.72
12 Br 0.79 2.45 0.29
13 H -0.72 0.88 -2.16
14 H 0.32 -1.28 0.90
15 H 0.89 0.28 1.88
16 H 1.25 0.27 -0.66

## Properties
lowest unoccupied orbital energy = -1.68 eV
largest force on an atom = 0.093 hartree/bohr
molar mass = 230.021 g/mol
frontier orbital gap = 9.022 eV
energy relative to the best compared isomer or geometry (same formula, charge and spin) = 117.2 kcal per mole

=====

Here is a structure of composition C6H4Cl2CoInN2O3 from the Open Molecules 2025 dataset. Energies are from ωB97M-V with the def2-TZVPD basis set.

Element x y z (Å)
1 In 2.18 -0.42 -3.10
2 Co -0.25 1.93 0.60
3 Cl 0.18 -1.65 -2.66
4 Cl -0.94 3.02 -1.07
5 C 1.49 1.95 0.53
6 C 1.60 -2.32 -4.82
7 C 1.32 1.52 -4.43
8 O 2.58 1.91 0.06
9 O 0.85 -3.15 -5.03
10 O 0.44 2.16 -4.81
11 N -1.76 -0.66 3.40
12 C -0.68 -1.45 2.99
13 C -0.04 -0.77 2.00
14 N -0.70 0.48 1.83
15 C -1.73 0.51 2.70
16 H -2.44 -0.87 4.13
17 H -0.53 -2.44 3.43
18 H 0.83 -1.08 1.40
19 H -2.41 1.33 2.85

## Properties
lowest unoccupied orbital energy (alpha / beta) = -19.28 / -19.28 eV
largest force on an atom = 0.213 hartree/bohr
molar mass = 396.766 g/mol
frontier orbital gap (alpha / beta) = 4.145 / 4.213 eV
net charge = +4
2S+1 = 5

=====

Here is a cluster of 2 separate species, C6H4Cl3F2N in total from the Open Molecules 2025 dataset. Energies are from ωB97M-V with the def2-TZVPD basis set.

Element x y z (Å)
1 C -0.28 0.87 0.25
2 C 0.77 0.79 -0.59
3 C -0.85 -0.35 0.78
4 C 0.36 -1.67 -0.70
5 C 1.31 -0.51 -0.89
6 C 2.61 -0.91 0.76
7 N -0.56 -1.52 0.36
8 F 3.80 -0.44 0.40
9 F 2.69 -2.23 0.88
10 Cl -0.64 -1.82 -2.22
11 Cl 2.40 -0.64 -2.21
12 Cl 2.00 -0.15 2.20
13 H -0.73 1.82 0.50
14 H 1.25 1.66 -1.02
15 H -1.59 -0.29 1.56
16 H 0.87 -2.63 -0.62

## Properties
lowest unoccupied orbital energy = -0.90 eV
largest force on an atom = 0.065 hartree/bohr
molar mass = 234.460 g/mol
frontier orbital gap = 8.481 eV
energy relative to the best compared isomer or geometry (same formula, charge and spin) = 39.2 kcal per mole

=====

Here is a structure of composition C6H4ClFN2 from the Open Molecules 2025 dataset. Energies are from ωB97M-V with the def2-TZVPD basis set.

Element x y z (Å)
1 C -2.13 -0.02 1.16
2 C -0.30 1.33 -0.11
3 C 0.59 -1.45 -0.22
4 C 0.97 1.03 -0.21
5 C 1.58 -0.33 -0.14
6 C -1.41 -0.24 -0.05
7 N -2.71 0.22 2.12
8 N -0.66 -1.41 -0.15
9 F 1.91 2.00 -0.36
10 Cl -2.48 -0.07 -1.46
11 H -0.82 2.25 -0.13
12 H 1.01 -2.45 -0.33
13 H 2.11 -0.41 0.81
14 H 2.33 -0.44 -0.94

## Properties
lowest unoccupied orbital energy = 0.23 eV
largest force on an atom = 0.100 hartree/bohr
molar mass = 158.563 g/mol
frontier orbital gap = 10.393 eV
energy relative to the best compared isomer or geometry (same formula, charge and spin) = 9.5 kcal per mole

=====

Here is the molecule C6H4N2 from the Open Molecules 2025 dataset. Energies are from ωB97M-V with the def2-TZVPD basis set.

Element x y z (Å)
1 C -0.32 2.95 0.63
2 C -0.51 1.77 0.47
3 C -0.75 0.37 0.61
4 C -0.06 -0.49 -0.22
5 C 0.89 -0.56 -1.35
6 C -0.26 -1.82 0.13
7 H -0.02 4.10 1.03
8 H -1.15 -0.19 1.55
9 H 1.54 0.35 -1.60
10 H -0.93 -2.02 0.97
11 N 1.16 -1.85 -1.55
12 N 0.40 -2.61 -0.67

## Properties
lowest unoccupied orbital energy = -1.63 eV
largest force on an atom = 0.089 hartree/bohr
molar mass = 104.112 g/mol
frontier orbital gap = 8.142 eV
energy relative to the best compared isomer or geometry (same formula, charge and spin) = 111.6 kcal per mole

=====

> largest force on an atom of number 6 (C6H4Cl3F2N)?

0.065 hartree/bohr

=====

> Among the records above, which one has the lowest largest force on an atom?

C6H44O15

=====

> Which of these has the lowest largest force on an atom?

C6H44O15

=====

> Which of these has the lowest largest force on an atom?

C6H44O15